1.
{
  "formula": "C40H53BCaClF5IN7O8S3Si",
  "method": "ωB97M-V with the def2-TZVPD basis set",
  "homo_lumo_gap_ev": 5.73,
  "charge": -2,
  "energy_ev": -162867.30392,
  "lumo_ha": 0.1341,
  "symbols": ["I", "Ca", "Cl", "S", "S", "S", "Si", "F", "F", "F", "F", "F", "O", "O", "O", "O", "O", "O", "O", "O", "N", "N", "N", "N", "N", "N", "N", "C", "C", "C", "C", "C", "C", "C", "C", "C", "C", "C", "C", "C", "C", "C", "C", "C", "C", "C", "C", "C", "C", "C", "C", "C", "C", "C", "C", "C", "C", "C", "C", "C", "C", "C", "C", "C", "C", "C", "C", "B", "H", "H", "H", "H", "H", "H", "H", "H", "H", "H", "H", "H", "H", "H", "H", "H", "H", "H", "H", "H", "H", "H", "H", "H", "H", "H", "H", "H", "H", "H", "H", "H", "H", "H", "H", "H", "H", "H", "H", "H", "H", "H", "H", "H", "H", "H", "H", "H", "H", "H", "H", "H", "H"],
  "coordinates": [[-2.993, -4.271, 1.145], [-0.582, -0.247, 0.762], [2.270, -1.140, 2.068], [0.881, 4.904, 0.955], [-1.008, -0.953, 3.873], [0.850, 1.007, -1.534], [2.175, -0.354, -2.272], [-2.421, -4.740, 8.216], [-1.655, -5.739, 5.794], [-0.954, -4.154, 3.806], [-1.829, -0.380, 6.555], [-2.488, -2.026, 8.568], [2.158, -0.535, -3.936], [1.824, -1.864, -1.696], [-0.865, -1.698, 2.491], [3.774, -0.147, -1.921], [3.337, 6.834, 0.339], [2.389, -1.196, 3.521], [1.445, 0.104, 1.743], [3.599, -0.874, 1.495], [-2.570, 0.138, -0.763], [-3.797, -0.025, -0.237], [-3.382, 1.114, 1.981], [-1.557, -2.740, -0.915], [2.400, 2.926, 1.830], [-2.080, 1.451, 1.878], [3.564, 4.583, 0.813], [2.229, -3.654, -3.266], [-4.728, 0.088, -1.192], [-2.954, -4.438, -1.862], [6.846, 6.441, -2.016], [-3.109, 2.927, 3.219], [-4.093, 0.338, -2.397], [1.724, 0.275, -5.011], [-2.092, -3.911, 7.204], [2.427, -3.148, -1.838], [-1.599, -3.087, -3.283], [4.098, 2.215, -1.405], [5.355, 5.742, -0.263], [-1.707, -4.407, 5.975], [5.647, 0.939, -2.902], [-4.016, 1.979, 2.781], [6.376, 4.978, 0.294], [-2.735, 0.372, -2.060], [-1.908, 2.544, 2.615], [-1.358, -3.558, 4.935], [-2.526, -4.106, -3.132], [7.864, 5.675, -1.460], [4.734, 0.856, -1.680], [2.232, 1.707, -4.867], [0.201, 0.269, -5.078], [5.600, 6.483, -1.413], [4.218, 2.978, 3.526], [1.690, -4.055, -0.858], [-2.425, -3.724, -0.790], [-1.399, -2.167, 5.069], [7.630, 4.950, -0.302], [2.306, 4.122, 1.226], [-1.150, -2.428, -2.152], [3.258, 2.975, 4.710], [3.616, 2.284, 2.309], [-2.121, -2.538, 7.378], [-1.781, -1.707, 6.336], [3.911, -3.107, -1.483], [2.310, -0.363, -6.268], [3.966, 5.804, 0.327], [5.535, 0.402, -0.462], [-3.968, -0.164, 1.306], [1.165, -3.788, -3.476], [2.355, 3.540, 4.478], [-0.156, 0.834, -5.943], [-1.229, -2.795, -4.256], [3.399, -0.373, -6.205], [6.059, -0.530, -0.683], [-5.771, -0.002, -0.936], [4.859, 0.215, 0.372], [-0.431, -1.621, -2.228], [-2.910, -4.639, -3.994], [1.846, 2.153, -3.949], [5.139, 2.446, 3.784], [1.558, 2.371, 1.868], [2.954, 1.956, 4.957], [3.550, 2.585, -2.272], [3.378, 2.136, -0.589], [0.616, -4.022, -1.049], [-1.866, 0.556, -2.670], [4.352, 2.164, 1.506], [6.200, 4.408, 1.199], [6.110, -0.033, -3.085], [-5.068, 1.854, 2.974], [-0.942, 3.023, 2.659], [2.012, 0.189, -7.164], [-3.670, -5.226, -1.685], [-3.362, -1.128, 1.691], [-0.158, -0.758, -5.160], [2.034, -5.087, -0.957], [3.330, 1.267, 2.567], [4.882, 2.938, -1.155], [1.961, -1.394, -6.356], [8.420, 4.355, 0.138], [2.637, -2.940, -3.982], [1.904, 2.312, -5.716], [5.072, 1.218, -3.786], [6.435, 1.681, -2.749], [3.716, 3.421, 5.596], [4.487, -2.589, -2.252], [2.731, -4.617, -3.392], [6.274, 1.160, -0.179], [4.503, 4.007, 3.283], [-5.156, -0.199, 1.549], [-3.288, 3.768, 3.867], [7.025, 7.003, -2.924], [4.796, 7.079, -1.825], [4.288, -4.129, -1.386], [4.048, -2.582, -0.538], [4.237, 3.845, 0.671], [-4.546, 0.485, -3.363], [1.861, -3.726, 0.167], [3.323, 1.719, -4.837], [-0.203, 0.713, -4.168], [8.837, 5.641, -1.933]]
}

***

2.
{
  "formula": "C70H146F3N7O10Y",
  "method": "ωB97M-V with the def2-TZVPD basis set",
  "homo_lumo_gap_ev": [5.28, 8.12],
  "charge": 0,
  "energy_ev": -115044.61051,
  "lumo_ha": [0.0070, 0.0057],
  "spin_multiplicity": 2,
  "symbols": ["Y", "F", "F", "F", "O", "O", "O", "O", "O", "O", "O", "O", "O", "O", "N", "N", "N", "N", "N", "N", "N", "C", "C", "C", "C", "C", "C", "C", "C", "C", "C", "C", "C", "C", "C", "C", "C", "C", "C", "C", "C", "C", "C", "C", "C", "C", "C", "C", "C", "C", "C", "C", "C", "C", "C", "C", "C", "C", "C", "C", "C", "C", "C", "C", "C", "C", "C", "C", "C", "C", "C", "C", "C", "C", "C", "C", "C", "C", "C", "C", "C", "C", "C", "C", "C", "C", "C", "C", "C", "C", "C", "H", "H", "H", "H", "H", "H", "H", "H", "H", "H", "H", "H", "H", "H", "H", "H", "H", "H", "H", "H", "H", "H", "H", "H", "H", "H", "H", "H", "H", "H", "H", "H", "H", "H", "H", "H", "H", "H", "H", "H", "H", "H", "H", "H", "H", "H", "H", "H", "H", "H", "H", "H", "H", "H", "H", "H", "H", "H", "H", "H", "H", "H", "H", "H", "H", "H", "H", "H", "H", "H", "H", "H", "H", "H", "H", "H", "H", "H", "H", "H", "H", "H", "H", "H", "H", "H", "H", "H", "H", "H", "H", "H", "H", "H", "H", "H", "H", "H", "H", "H", "H", "H", "H", "H", "H", "H", "H", "H", "H", "H", "H", "H", "H", "H", "H", "H", "H", "H", "H", "H", "H", "H", "H", "H", "H", "H", "H", "H", "H", "H", "H", "H", "H", "H", "H", "H", "H", "H", "H", "H", "H", "H", "H", "H", "H", "H"],
  "coordinates": [[2.198, -2.823, 3.258], [7.396, 0.437, 3.509], [6.541, -1.329, 4.393], [5.767, 0.605, 4.941], [5.763, -1.071, 1.760], [3.956, -1.199, 3.070], [4.686, 4.978, -2.977], [4.865, -0.887, -5.799], [0.995, -2.359, 1.297], [1.244, -0.958, 4.369], [-3.542, 0.943, -6.136], [-7.377, -0.776, 1.524], [-2.442, -3.261, -2.240], [0.331, 1.976, 4.915], [-3.170, 0.988, -4.821], [3.358, 4.941, -2.565], [-6.064, -0.165, 1.760], [-3.170, -4.110, -1.388], [0.834, -1.795, 5.348], [0.969, 3.239, 4.723], [4.157, -2.106, -5.970], [-3.649, 1.138, -2.468], [0.332, -0.079, 0.693], [-2.200, 1.410, -2.121], [3.104, -1.855, 6.212], [-1.405, -4.864, 0.204], [-6.023, 1.268, 1.574], [1.484, 3.519, 7.176], [-4.292, 3.069, -4.002], [-0.667, -1.944, 5.428], [0.580, 4.251, -1.889], [2.706, -1.227, -7.884], [3.412, 2.729, -1.334], [5.125, -0.363, 2.762], [3.255, 2.761, 5.585], [-6.611, 1.991, 2.818], [-3.683, -0.228, 2.673], [3.739, -2.354, -7.400], [-5.349, -5.100, -0.829], [1.684, 5.057, 3.099], [-5.164, -2.711, -1.622], [2.277, 2.583, 2.597], [-1.691, 1.020, -4.696], [1.628, -1.575, 6.592], [6.242, -0.130, 3.908], [-0.160, 3.441, 2.544], [2.371, -1.039, -0.463], [-5.491, 0.836, -4.071], [-3.585, 1.269, 2.501], [-4.094, 1.564, -3.891], [-4.665, -4.641, -3.323], [-5.123, -0.817, 2.754], [1.355, -2.669, 7.677], [-1.432, -0.644, 5.781], [2.355, -1.765, -4.329], [-1.251, 0.706, -3.196], [1.649, 4.597, -0.817], [2.303, 5.226, 5.522], [-4.754, -6.494, -0.763], [3.134, 4.261, -1.251], [2.380, 4.899, -3.643], [-5.653, -0.650, 4.192], [2.139, -4.006, -6.376], [1.234, 3.499, 3.265], [4.065, 4.974, -0.212], [-5.200, -2.386, 2.560], [-3.309, -6.397, -0.192], [-1.724, -6.000, -1.992], [-0.188, -2.717, 7.863], [-1.066, 2.410, -4.996], [0.923, 5.029, -3.214], [-6.758, 1.664, 0.243], [0.997, -1.408, 0.236], [6.918, -1.247, -0.299], [-1.100, -0.068, -5.509], [4.535, -2.784, -3.627], [4.881, -2.368, -8.338], [-4.528, 1.655, 1.397], [-4.608, -4.144, -1.839], [1.599, -0.130, 7.208], [2.017, 3.640, 5.736], [-0.928, -3.020, 6.520], [2.686, 5.578, 4.137], [3.037, -3.681, -7.529], [2.559, 3.698, -4.483], [2.949, -4.056, -5.132], [2.617, 6.080, -4.615], [3.487, -2.638, -4.732], [-2.434, -5.274, -0.909], [6.380, -0.304, 0.686], [-1.294, -2.507, 4.165], [-0.514, 2.300, 5.235], [-1.536, 3.193, -4.400], [0.729, 0.020, 7.847], [-3.098, -0.697, 1.881], [-6.127, 1.328, -4.806], [-4.866, -2.083, -2.461], [3.337, -2.889, 5.957], [5.749, 0.476, 0.259], [-4.483, 3.458, -5.003], [3.956, 3.354, 4.997], [-0.351, -3.495, 8.609], [-1.080, -0.203, 6.714], [7.138, -2.259, 0.041], [-1.418, -1.797, 3.348], [-0.370, 2.481, 2.073], [-3.926, 1.567, 3.493], [-4.801, -6.863, -1.788], [-6.686, 3.070, 2.686], [1.551, 5.847, 6.008], [2.019, 1.529, 2.699], [2.821, 6.657, 4.063], [1.846, -1.147, -7.219], [-3.915, 0.098, -2.279], [-5.218, -1.427, 4.821], [3.992, 4.605, 0.811], [1.003, 0.532, 1.297], [-1.300, -1.105, -5.242], [-0.950, 3.779, 3.215], [-5.299, -2.657, 1.509], [0.321, -1.713, -0.563], [1.247, 3.949, -0.038], [-0.906, -6.628, -1.640], [-1.887, 2.453, -2.101], [3.106, -0.213, -7.913], [3.507, 2.126, -0.431], [-6.616, 2.724, 0.037], [0.526, 4.036, 7.202], [-5.731, -4.633, -3.551], [2.484, 0.015, 7.828], [-0.427, 4.543, -1.594], [-6.212, -2.934, -1.822], [-5.009, 3.502, -3.304], [-5.432, -7.214, -0.305], [-4.076, 1.817, -1.730], [-1.321, 2.665, -6.024], [1.688, 5.638, -0.497], [1.895, -2.379, 8.579], [2.731, 2.124, -1.932], [0.492, 3.171, -2.008], [-2.916, -7.406, -0.317], [1.249, -3.377, -6.356], [3.081, -0.650, 0.267], [-1.394, 0.169, 5.057], [-2.317, -2.860, 4.300], [2.442, -4.528, -4.291], [4.970, -1.802, -3.436], [-3.290, -6.312, 0.894], [3.675, -1.505, 7.072], [5.635, -3.122, -8.110], [1.990, 6.039, -5.506], [0.179, 4.864, -3.993], [0.696, 6.042, -2.879], [2.632, 2.787, -3.888], [1.834, -3.625, 7.466], [3.158, 1.741, 5.212], [-4.147, -5.595, -3.419], [-2.575, 1.593, 2.249], [-3.378, 3.553, -3.658], [3.754, 2.591, 6.539], [-0.263, 4.120, 1.697], [4.079, -3.179, -2.720], [1.707, -1.571, -5.183], [-4.294, -2.952, 2.778], [0.962, -0.118, 4.737], [1.215, 2.500, 7.455], [5.353, -1.387, -8.295], [-6.157, 2.070, 3.806], [-4.038, -3.997, -3.939], [3.709, 5.356, 3.835], [2.218, 3.920, 7.875], [-1.019, -0.312, -2.883], [-2.339, -6.563, -2.696], [2.474, 7.056, -4.151], [-2.466, -0.816, 6.082], [5.133, 4.953, -0.428], [1.698, -4.992, -6.524], [0.009, 2.445, -4.821], [0.855, 5.758, 3.001], [-0.601, -0.299, 1.212], [-5.884, -3.002, 3.144], [-0.785, -4.028, -0.119], [3.671, 6.109, -4.890], [-5.361, -0.190, -4.413], [5.777, -1.173, -5.708], [5.339, -3.439, -3.962], [-2.003, -3.162, 6.627], [-2.369, -2.414, -1.795], [-0.480, -1.776, 8.328], [3.245, 2.542, 3.097], [4.526, -2.562, -9.350], [4.739, 4.068, -3.277], [-0.013, -0.121, -5.455], [1.844, 3.530, -5.289], [1.615, 0.668, 6.466], [-6.414, -5.020, -1.050], [-3.595, 0.017, -6.382], [2.280, -1.430, -8.867], [-5.954, 0.730, -3.090], [3.453, 3.739, -5.105], [-7.317, -1.042, 0.604], [2.589, 2.762, 1.568], [7.789, -0.808, -0.784], [4.362, 2.504, -1.818], [-2.050, -4.501, 1.004], [3.882, -4.608, -5.244], [2.005, -1.935, -3.311], [-0.246, 1.115, -3.085], [-0.954, -3.501, 3.874], [-1.313, -0.027, -6.578], [2.426, -3.730, -8.430], [-5.362, 0.258, 4.720], [3.433, -1.196, 5.408], [4.718, 0.603, 2.466], [-6.741, -0.596, 4.226], [0.068, 0.467, -0.213], [7.118, 0.346, 1.157], [2.197, -0.326, -1.268], [-7.652, 1.704, 2.967], [-1.947, 1.128, -1.098], [-6.371, 1.162, -0.644], [3.174, 5.468, 6.132], [2.832, -0.792, -4.212], [-7.820, 1.417, 0.221], [-1.238, -5.285, -2.655], [-0.709, -5.627, 0.554], [-4.186, 1.193, 0.471], [2.126, 5.197, 2.112], [6.056, -1.495, -0.919], [3.786, -4.441, -7.753], [-5.055, -2.431, -0.574], [-3.163, -0.359, 3.622], [3.813, 6.029, -0.112], [2.777, -1.882, -1.024], [-0.508, -3.950, 6.140], [-4.360, 2.729, 1.473], [-5.245, -4.749, 0.198]]
}

***

3.
{
  "formula": "C4H8N2O",
  "method": "ωB97M-V with the def2-TZVPD basis set",
  "homo_lumo_gap_ev": 9.34,
  "charge": 0,
  "smiles": "Cc1c[nH]cn1.O",
  "energy_ev": -9303.84934,
  "lumo_ha": 0.0259,
  "symbols": ["O", "N", "N", "C", "C", "C", "C", "H", "H", "H", "H", "H", "H", "H", "H"],
  "coordinates": [[3.385, -0.158, -0.200], [-1.392, 0.446, -0.788], [-0.150, -1.371, -0.501], [-0.142, -0.624, 0.704], [-0.905, -0.593, -1.382], [-1.150, 1.606, 1.546], [-0.808, 0.605, 0.463], [0.335, -2.099, -1.028], [2.414, 0.197, -0.574], [4.003, 0.410, -0.749], [-0.296, 2.323, 1.807], [-1.370, 1.068, 2.488], [-1.271, -1.106, -2.213], [-0.004, -1.010, 1.684], [-2.065, 1.990, 1.218]]
}

***

4.
{
  "formula": "C14H48F6O10P",
  "method": "ωB97M-V with the def2-TZVPD basis set",
  "homo_lumo_gap_ev": 9.62,
  "charge": -1,
  "energy_ev": -61372.98235,
  "lumo_ha": 0.0922,
  "symbols": ["P", "F", "F", "F", "F", "F", "F", "O", "O", "O", "O", "O", "O", "O", "O", "O", "O", "C", "C", "C", "C", "C", "C", "C", "C", "C", "C", "C", "C", "C", "C", "H", "H", "H", "H", "H", "H", "H", "H", "H", "H", "H", "H", "H", "H", "H", "H", "H", "H", "H", "H", "H", "H", "H", "H", "H", "H", "H", "H", "H", "H", "H", "H", "H", "H", "H", "H", "H", "H", "H", "H", "H", "H", "H", "H", "H", "H", "H", "H"],
  "coordinates": [[15.592, -11.770, 15.971], [16.276, -12.964, 16.816], [14.826, -10.562, 15.194], [15.777, -10.771, 17.274], [15.363, -12.725, 14.697], [17.013, -11.315, 15.384], [14.137, -12.193, 16.592], [12.753, -14.837, 12.992], [20.693, -11.169, 16.127], [14.632, -11.229, 19.785], [11.876, -13.468, 15.276], [16.631, -8.253, 18.003], [17.463, -14.813, 14.118], [12.274, -6.844, 14.897], [10.864, -8.525, 13.187], [18.927, -12.674, 17.634], [16.301, -9.089, 13.071], [11.848, -9.548, 11.247], [18.542, -13.879, 14.044], [20.259, -9.842, 15.860], [13.293, -10.829, 20.033], [12.325, -11.813, 19.356], [13.950, -14.403, 12.362], [16.705, -9.682, 11.844], [11.315, -9.793, 12.669], [15.686, -10.742, 11.436], [13.076, -9.421, 19.471], [12.345, -10.367, 13.598], [18.113, -10.199, 11.965], [17.480, -8.760, 19.035], [13.569, -7.237, 15.323], [15.871, -9.724, 13.656], [12.054, -11.446, 18.365], [19.402, -14.395, 13.620], [13.149, -10.752, 21.112], [11.031, -9.139, 10.647], [12.711, -12.826, 19.265], [13.271, -9.799, 13.461], [10.408, -10.406, 12.692], [12.210, -13.795, 14.418], [17.684, -7.996, 19.778], [11.935, -7.500, 14.260], [18.375, -9.209, 18.589], [16.348, -9.051, 17.534], [14.086, -14.927, 11.411], [14.825, -14.534, 12.998], [12.068, -9.051, 19.675], [20.515, -9.148, 16.665], [20.608, -9.550, 14.868], [13.663, -8.304, 15.541], [12.700, -8.872, 11.253], [19.465, -12.150, 17.013], [14.283, -6.937, 14.551], [19.168, -9.830, 15.843], [21.652, -11.190, 16.104], [11.398, -11.896, 19.933], [13.817, -13.348, 12.122], [12.125, -10.475, 10.738], [18.530, -10.605, 11.040], [18.261, -12.962, 13.528], [15.798, -11.598, 12.105], [14.688, -10.330, 11.576], [12.170, -10.233, 14.667], [10.012, -8.274, 12.829], [18.882, -13.565, 15.037], [18.053, -12.703, 17.219], [13.746, -8.695, 19.937], [13.272, -9.418, 18.398], [12.848, -15.771, 13.201], [18.181, -10.946, 12.759], [12.562, -12.875, 15.613], [17.012, -9.622, 19.524], [16.828, -14.419, 14.728], [15.799, -11.019, 10.387], [12.538, -11.427, 13.448], [16.689, -8.866, 11.114], [13.814, -6.760, 16.273], [18.826, -9.422, 12.253], [14.753, -11.249, 18.824]]
}

***

5.
{
  "formula": "C2H3Cl2NOSi",
  "method": "ωB97M-V with the def2-TZVPD basis set",
  "homo_lumo_gap_ev": 10.77,
  "charge": 0,
  "smiles": "C[Si](Cl)(Cl)OC#N",
  "energy_ev": -38585.63797,
  "lumo_ha": 0.0070,
  "symbols": ["Cl", "Cl", "Si", "O", "N", "C", "C", "H", "H", "H"],
  "coordinates": [[-1.521, 0.967, 1.902], [-1.486, 2.017, -1.267], [-0.699, 0.769, 0.162], [-1.329, -0.900, -0.440], [-0.171, -2.999, -0.173], [1.178, 0.542, 0.101], [-0.697, -1.980, -0.281], [1.593, 0.700, 1.105], [1.681, 1.261, -0.709], [1.451, -0.377, -0.399]]
}